Entry 1:
One molecule with the formula C4H7NO at a distorted geometry. Source: the OMol25 dataset; level of theory: ωB97M-V/def2-TZVPD.

Structure (XYZ):
```
13
Properties=species:S:1:pos:R:3:forces:R:3
C 0.4593 1.2458 -0.1202 0.21 2.56 -0.36
N 0.7133 -0.9809 -1.4589 -0.46 -1.94 -2.77
H 2.1331 0.0311 0.5277 1.62 -0.16 0.11
C -0.7505 -1.1474 0.4703 0.02 -0.37 -1.95
O 0.4592 -0.8600 1.1814 -1.98 -0.50 -0.28
H -1.3034 -1.9761 0.8819 0.14 -0.21 0.47
H -1.0058 -2.0460 -1.6913 0.35 -0.02 0.54
H -0.6391 1.2172 -0.3088 0.95 -0.42 -0.70
H 0.3902 2.1486 0.6166 0.87 -1.31 -0.75
H 1.0875 1.6011 -1.0461 -1.53 -0.50 1.61
C -0.3031 -1.5083 -1.0066 -1.31 0.22 0.31
H -1.4548 -0.2808 0.2993 0.69 -0.76 0.80
C 1.1042 0.0137 0.3786 0.43 3.42 2.98
```
Positions in Å, forces in eV/Å.

Computed properties:
* molecular weight: 85.11 g mol⁻¹
* HOMO-LUMO gap (spin up / spin down): 6.6 / 9.5 eV
* <S²>: 2.02
* ΔE to the lowest compared entry with this formula, charge and spin: 23.9 kcal/mol
* calculated total energy: -286.3802 hartree
* LUMO level (spin up / spin down): 1.010 / -1.332 eV
* 2S+1: 3

---

Entry 2:
One molecule with the formula C4H7NO at a distorted geometry. Source: the OMol25 dataset; level of theory: ωB97M-V/def2-TZVPD.

Structure (XYZ):
```
13
Properties=species:S:1:pos:R:3:forces:R:3
H 2.5072 0.0113 1.0629 -1.03 0.59 0.29
H 1.6722 0.1424 -1.0363 -1.55 -0.72 0.51
C -1.8240 -0.3489 -1.6941 -0.13 -0.31 0.36
H 1.2734 -0.4997 2.2320 -0.32 1.58 -1.20
O 0.6222 0.8062 0.6160 -1.07 -0.27 -0.73
H -1.8110 0.7574 -1.7949 -0.46 -0.81 -0.29
C 1.5541 0.3976 1.5557 3.57 -0.33 2.69
H 1.9275 1.2845 2.2572 -1.24 -1.71 -1.62
H -1.8818 -0.8997 -2.6570 -0.15 0.58 0.24
C -0.5764 -0.6773 -0.9576 -1.10 2.95 -0.37
C 0.6489 0.0826 -0.5327 1.39 1.97 -0.18
N 0.0129 -1.5642 -0.3148 1.23 -4.15 1.12
H -2.6897 -0.7041 -1.0457 0.87 0.64 -0.82
```
Positions in Å, forces in eV/Å.

Computed properties:
* molecular weight: 85.11 g mol⁻¹
* HOMO-LUMO gap (spin up / spin down): 5.8 / 8.5 eV
* <S²>: 2.01
* ΔE to the lowest compared entry with this formula, charge and spin: 54.3 kcal/mol
* calculated total energy: -286.3317 hartree
* LUMO level (spin up / spin down): 1.039 / -2.056 eV
* 2S+1: 3

---

Entry 3:
A 2-piece molecular cluster, C4H7NO overall at a distorted geometry. Source: the OMol25 dataset; level of theory: ωB97M-V/def2-TZVPD.

Structure (XYZ):
```
13
Properties=species:S:1:pos:R:3:forces:R:3
O -1.9174 -0.2643 -0.2045 0.24 0.38 1.36
H 1.3906 1.7215 0.6923 0.32 -0.34 0.03
H 2.0197 -1.7154 1.4416 -2.22 0.24 -1.81
C 0.5450 1.8685 0.0529 -0.05 3.14 1.52
H 0.6554 1.9099 -0.9865 0.23 -0.26 -1.32
C -1.0951 -0.6425 -1.2883 1.35 0.18 -2.01
H -1.1175 -1.7041 -1.6067 -0.09 0.59 0.47
H -0.2539 2.5039 0.4825 0.38 -0.71 -0.31
C -0.5366 -0.2539 -0.0098 -2.01 -2.93 -0.52
C 0.2554 -0.9273 0.9851 -3.75 0.19 1.35
H -0.2239 -1.1336 1.9728 0.36 0.86 -0.35
N 1.3352 -1.4151 0.6337 5.40 -0.91 0.69
H -1.0568 0.0525 -2.1650 -0.16 -0.42 0.90
```
Positions in Å, forces in eV/Å.

Computed properties:
* molecular weight: 85.11 g mol⁻¹
* HOMO-LUMO gap (spin up / spin down): 7.6 / 8.4 eV
* <S²>: 2.02
* ΔE to the lowest compared entry with this formula, charge and spin: 44.5 kcal/mol
* calculated total energy: -286.3473 hartree
* LUMO level (spin up / spin down): 0.976 / -1.466 eV
* 2S+1: 3

---

Entry 4:
One molecule with the formula C4H7NO2 at a distorted geometry. Source: the OMol25 dataset; level of theory: ωB97M-V/def2-TZVPD.

Structure (XYZ):
```
14
Properties=species:S:1:pos:R:3:forces:R:3
O -1.6476 -1.1776 1.4774 -1.13 -0.07 1.48
H -0.5390 -0.2336 -2.4574 -2.27 -0.59 -0.53
C -0.0999 0.6191 1.1434 2.09 0.33 -1.03
H 0.5503 1.8178 -0.7370 -1.11 0.38 -0.19
O 0.3517 0.0019 -2.3771 2.40 -1.09 1.69
H 0.4159 0.6121 2.1221 0.08 -0.18 -0.69
C -0.6763 -0.6641 0.7558 0.34 -2.38 -3.01
H -0.8380 1.3325 1.2117 -2.00 1.54 0.51
H 1.8831 1.1439 0.1104 -2.36 -0.62 -0.28
C 0.6730 -0.4234 -1.0181 1.07 3.23 1.47
C 0.7307 0.9396 -0.1543 3.90 -1.24 1.50
H 1.6652 -0.8540 -0.8321 -0.05 -0.19 -1.54
N -0.2431 -1.2578 -0.3253 -1.99 0.57 0.98
H -2.2260 -1.8564 1.0806 1.04 0.31 -0.34
```
Positions in Å, forces in eV/Å.

Computed properties:
* molecular weight: 101.10 g mol⁻¹
* HOMO-LUMO gap: 10.3 eV
* ΔE to the lowest compared entry with this formula, charge and spin: 42.7 kcal/mol
* calculated total energy: -361.8128 hartree
* LUMO level: 0.705 eV
* SMILES: OC1=N[C@@H](O)CC1